A | DFT (ωB97M-V with the def2-TZVPD basis set) results for a structure of composition C3H3NOS.

Output
HOMO, eV: -9.00
Lowest unoccupied orbital energy, eV: -0.966

CARTESIAN COORDINATES (ANGSTROEM)
C -0.142 1.094 0.228
C -1.421 0.415 0.154
C 0.984 -0.896 -0.087
N 0.974 0.501 0.139
O -2.518 0.723 -0.099
S -0.638 -1.786 0.202
H -0.027 2.233 0.380
H 0.961 -0.954 -1.327
H 1.828 -1.331 0.412

***

B | DFT (ωB97M-V with the def2-TZVPD basis set) results for a cluster of 2 separate species, C3H3NOS in total.

Output
HOMO, eV: -10.24
Lowest unoccupied orbital energy, eV: -2.582

CARTESIAN COORDINATES (ANGSTROEM)
C -1.559 0.106 0.277
C 0.330 -1.422 -0.315
C -0.366 -0.500 0.640
N -2.622 0.357 -0.123
O 1.095 -2.237 0.123
S 1.204 1.425 0.162
H 0.318 -1.425 -1.459
H -0.194 -0.769 1.737
H 0.803 1.455 -1.118

***

Top of the stability list: A, leading by 77.7 kJ/mol.

***

A | DFT (ωB97M-V with the def2-TZVPD basis set) results for an isolated molecule of C5H11NOS.

Output
HOMO, eV: -8.22
Lowest unoccupied orbital energy, eV: 0.826

CARTESIAN COORDINATES (ANGSTROEM)
C 0.322 -0.583 1.090
C -0.739 -0.372 -0.030
C -1.551 0.879 0.193
C -1.539 -1.666 -0.386
C 2.452 1.442 -0.601
N 1.578 -0.936 0.504
O 0.193 0.004 -1.314
S 1.767 -0.246 -0.858
H 0.205 0.231 1.798
H 0.008 -1.401 1.756
H -0.868 1.671 0.119
H -2.175 0.736 1.154
H -2.300 0.976 -0.647
H -2.631 -1.522 -0.626
H -1.401 -2.243 0.586
H -1.072 -2.165 -1.211
H 1.584 2.121 -0.376
H 3.055 1.776 -1.367
H 3.113 1.296 0.217

***

B | DFT (ωB97M-V with the def2-TZVPD basis set) results for an isolated molecule of C5H11NOS.

Output
HOMO, eV: -9.12
Lowest unoccupied orbital energy, eV: 0.692

CARTESIAN COORDINATES (ANGSTROEM)
C 3.355 0.019 0.718
C 2.036 -0.620 0.334
O 1.796 -1.794 0.535
N 1.127 0.214 -0.231
C -0.253 -0.091 -0.598
C -0.610 0.815 -1.772
C -1.155 0.187 0.627
S -2.928 0.322 0.299
H 3.983 0.041 -0.171
H 3.817 -0.667 1.414
H 3.271 1.016 1.137
H 1.360 1.189 -0.345
H -0.270 -1.143 -0.876
H 0.204 0.832 -2.501
H -0.710 1.841 -1.414
H -1.505 0.549 -2.307
H -1.040 -0.578 1.390
H -0.762 1.125 1.022
H -2.939 1.622 -0.004

***

Top of the stability list: B, leading by 329.0 kJ/mol.

***

A | DFT (ωB97M-V with the def2-TZVPD basis set) results for an isolated molecule of C5H11NOS.

Output
HOMO (spin up / spin down), eV: -7.50 / -7.50
Lowest unoccupied orbital energy (spin up / spin down), eV: 0.661 / 0.661

CARTESIAN COORDINATES (ANGSTROEM)
C -1.116 -1.350 0.951
C -0.507 0.332 -1.295
C 1.150 0.015 0.322
C 1.694 -1.231 -0.375
C -0.151 1.976 0.401
N 0.411 0.871 -0.379
O -2.781 0.486 0.426
S -2.084 -0.649 -0.192
H -0.801 -2.280 0.764
H -1.350 -1.123 1.990
H -1.072 1.115 -1.870
H 0.001 -0.427 -2.006
H 1.719 0.409 1.104
H 1.981 -2.158 0.239
H 2.677 -0.966 -0.784
H 0.858 -1.488 -1.063
H -0.042 2.911 -0.122
H -1.056 1.568 0.693
H 0.468 1.989 1.197

***

B | DFT (ωB97M-V with the def2-TZVPD basis set) results for a cluster of 3 separate species, C5H11NOS in total.

Output
HOMO, eV: -8.75
Lowest unoccupied orbital energy, eV: 0.575

CARTESIAN COORDINATES (ANGSTROEM)
C 2.167 -0.356 2.082
C 1.619 0.229 0.868
C 1.540 -0.486 -0.331
C 1.242 0.028 -1.614
H 1.511 -0.199 2.972
H 2.400 -1.393 1.991
H 3.169 0.196 2.347
H 1.307 1.270 0.764
H 1.875 -1.542 -0.325
H 0.563 -0.465 -2.251
H 0.990 1.068 -1.422
H 2.174 0.229 -2.134
O -0.958 -0.818 1.939
C -1.052 -1.384 0.933
S -1.282 -2.156 -0.394
N -4.421 1.558 -1.281
H -4.373 1.605 -2.324
H -4.965 0.790 -0.910
H -3.506 1.829 -0.912

***

Top of the stability list: B, leading by 353.9 kJ/mol.

***

A | DFT (ωB97M-V with the def2-TZVPD basis set) results for a structure of composition C8H11N.

Output
HOMO, eV: -7.69
Lowest unoccupied orbital energy, eV: 0.942

CARTESIAN COORDINATES (ANGSTROEM)
C -1.156 1.352 -0.663
C -0.412 0.459 -1.518
C 0.440 -0.363 -0.574
C -0.757 -1.131 0.183
C 0.109 -2.131 1.167
C 1.228 -1.502 1.252
C 1.663 -0.379 0.334
C 0.866 0.959 0.267
H -2.117 0.970 -0.775
H -0.918 2.352 -1.255
H -1.231 0.160 -2.037
H 0.322 0.743 -2.083
H -1.141 -0.131 0.996
H -1.603 -1.845 -0.320
H -0.232 -3.219 1.619
H 2.038 -1.774 1.979
H 2.724 0.088 0.034
H 1.264 1.820 -0.483
H -0.683 2.286 1.205
N -0.405 1.287 0.672

***

B | DFT (ωB97M-V with the def2-TZVPD basis set) results for an isolated molecule of C8H11N.

Output
HOMO (spin up / spin down), eV: -7.99 / -8.20
Lowest unoccupied orbital energy (spin up / spin down), eV: 0.244 / -1.078

CARTESIAN COORDINATES (ANGSTROEM)
C -0.656 0.780 0.078
C 0.530 0.448 0.253
C -1.994 0.924 0.184
C -2.886 -0.068 -0.191
C 2.005 0.133 -0.126
C 3.548 0.604 -0.075
C -4.344 0.249 0.106
C 4.487 -0.516 0.022
N -2.514 -1.183 -0.848
H -2.445 1.855 0.673
H 2.119 -0.840 0.483
H 1.700 -0.391 -1.166
H 3.669 1.605 0.475
H -4.890 -0.640 0.184
H -4.783 0.910 -0.504
H -4.446 0.534 1.122
H 4.231 -1.272 -0.816
H 4.260 -1.002 0.962
H 5.679 -0.265 -0.077
H -3.269 -1.865 -0.738

***

Top of the stability list: B, leading by 281.4 kJ/mol.

***

A | DFT (ωB97M-V with the def2-TZVPD basis set) results for an isolated molecule of C8H11N.

Output
HOMO, eV: -8.11
Lowest unoccupied orbital energy, eV: 1.102

CARTESIAN COORDINATES (ANGSTROEM)
C 1.614 1.281 0.836
N 0.953 1.593 -0.474
C -0.187 0.714 -0.868
C -1.455 0.263 0.068
C -1.477 -0.898 -1.129
C 0.028 -0.825 -1.064
C 0.427 -1.259 0.307
C 0.883 -0.064 1.362
C -0.598 -0.537 1.191
H 2.586 1.087 0.670
H 1.359 2.125 1.484
H 1.460 1.909 -1.207
H -0.632 0.976 -1.880
H -2.152 0.924 0.501
H -1.761 -0.273 -1.995
H -2.260 -1.700 -0.883
H 0.326 -1.462 -1.854
H 0.779 -2.340 0.520
H 1.259 -0.644 2.263
H -1.151 -0.869 2.152

***

B | DFT (ωB97M-V with the def2-TZVPD basis set) results for an isolated molecule of C8H11N.

Output
HOMO (spin up / spin down), eV: -7.01 / -7.34
Lowest unoccupied orbital energy (spin up / spin down), eV: 0.163 / -0.112

CARTESIAN COORDINATES (ANGSTROEM)
C -1.762 -1.183 -0.386
C -2.171 0.123 -0.079
C -0.801 -1.871 0.209
C -0.298 0.498 1.347
C -1.579 1.212 0.777
C 0.732 -1.875 0.243
C 1.493 -0.679 0.897
C 1.001 1.151 -0.612
N 0.773 0.500 0.668
H -2.482 -1.870 -0.817
H -3.248 0.300 -0.278
H -1.420 2.211 0.323
H -2.294 1.418 1.530
H 1.235 -2.645 0.733
H 0.994 -1.937 -0.874
H 1.314 -0.818 2.067
H 2.518 -0.841 0.645
H 1.731 0.677 -1.404
H 0.100 0.851 -1.112
H 1.113 2.237 -0.401

***

Top of the stability list: A, leading by 354.7 kJ/mol.

***

A | DFT (ωB97M-V with the def2-TZVPD basis set) results for a cluster of 2 separate species, C2H8N2S in total.

Output
HOMO, eV: -9.19
Lowest unoccupied orbital energy, eV: 0.682

CARTESIAN COORDINATES (ANGSTROEM)
H -0.864 0.246 4.984
N -0.996 1.190 4.547
C -1.605 1.147 3.368
N -1.903 2.241 2.506
H -2.228 0.214 3.158
H -1.701 3.005 3.027
H -2.613 2.171 1.827
C 2.585 -1.060 -3.218
S 0.783 -1.639 -3.222
H 3.023 -0.825 -2.183
H 2.755 -0.382 -4.051
H 3.046 -2.068 -3.256
H 0.467 -0.683 -2.227

***

B | DFT (ωB97M-V with the def2-TZVPD basis set) results for an isolated molecule of C2H8N2S.

Output
HOMO, eV: -8.50
Lowest unoccupied orbital energy, eV: 0.994

CARTESIAN COORDINATES (ANGSTROEM)
C 1.612 -0.219 -0.116
C 0.714 0.925 0.432
N -0.644 1.093 -0.562
S -2.022 0.613 0.158
N -1.977 -1.208 0.039
H 2.376 -0.011 -0.967
H 2.413 -0.578 0.637
H 1.001 -1.122 -0.290
H 0.504 0.742 1.462
H 1.177 1.940 0.150
H -0.453 0.706 -1.436
H -1.940 -1.521 1.009
H -2.761 -1.360 -0.516

***

C | DFT (ωB97M-V with the def2-TZVPD basis set) results for a cluster of 2 separate species, C2H8N2S in total.

Output
HOMO, eV: -7.84
Lowest unoccupied orbital energy, eV: 0.901

CARTESIAN COORDINATES (ANGSTROEM)
N -0.226 -0.575 1.100
C -0.285 0.254 -0.064
C 0.329 1.415 -0.144
N 0.359 2.209 -1.283
H 0.381 -0.190 1.808
H -1.125 -0.867 1.452
H -0.864 -0.175 -0.868
H 0.947 1.736 0.684
H -0.328 1.976 -1.982
H 0.412 3.206 -1.129
S 0.682 -3.352 0.102
H -0.592 -3.629 -0.202
H 0.310 -2.008 0.525

***

Top of the stability list: C, leading by 62.2 kJ/mol.